No. 1
Density functional theory data (ωB97M-V with the def2-TZVPD basis set) for C14H25CoN5S4 as an isolated structure in a non-equilibrium geometry.

```
49
Properties=species:S:1:pos:R:3:nbo_charge:R:1
Co 0.98949 -0.33294 -0.09863 1.341
S 0.78964 1.68156 -2.04428 0.211
S 0.71060 -2.39909 0.91983 0.167
C -0.45560 3.00154 -1.95745 -0.734
C 0.01657 0.66053 -3.32546 -0.536
C -0.87494 -0.38914 -2.69010 -0.245
N -0.07862 -1.26474 -1.79329 -0.714
C -0.89864 -2.38315 -1.28117 -0.250
C -0.04828 -3.32451 -0.45794 -0.515
H 0.83057 0.17170 -3.87598 0.237
H -0.54924 1.30629 -4.00517 0.265
H -1.36275 -0.99984 -3.46803 0.216
H -1.66820 0.06531 -2.08508 0.231
H -1.40783 -2.90868 -2.10650 0.227
H -1.66689 -1.92672 -0.64610 0.221
H 0.77559 -3.72247 -1.06050 0.245
H -0.63842 -4.14872 -0.04668 0.268
C -0.57444 -2.65671 2.18499 -0.723
H 0.71053 -1.64726 -2.32507 0.386
H -1.57768 -2.50406 1.77056 0.226
H -0.39549 -1.95290 3.00539 0.250
H -0.49519 -3.68150 2.57818 0.261
H -0.28744 3.56182 -1.03264 0.248
H -1.47924 2.60509 -1.95204 0.221
H -0.31783 3.67829 -2.81372 0.255
C 3.04052 -0.63367 -0.87499 -0.575
C 3.21043 0.16911 0.25664 -0.355
H 3.20348 -0.21691 -1.87288 0.254
H 3.21014 -1.71199 -0.77511 0.241
H 3.32647 1.25525 0.19090 0.247
H 3.54325 -0.26671 1.20483 0.237
N 2.41125 -0.42837 3.24278 -0.794
C 1.73198 0.67263 2.86966 0.302
N 1.08311 0.83447 1.73306 -0.653
C 0.29659 1.99564 1.78062 0.084
C 0.61557 2.80256 2.86375 -0.392
S 1.71954 2.07450 3.95431 0.478
C -0.93218 1.98733 1.04318 0.074
C -1.99032 2.88171 1.13771 -0.412
S -3.43860 2.24054 0.47341 0.483
C -2.53265 0.75792 0.16151 0.248
N -1.25513 0.79927 0.40136 -0.559
N -3.14733 -0.34635 -0.42383 -0.829
H 2.71808 -0.44214 4.21051 0.434
H 2.20027 -1.26974 2.74540 0.406
H 0.12768 3.74845 3.02699 0.262
H -1.89063 3.80976 1.69118 0.266
H -4.08852 -0.12158 -0.70773 0.404
H -3.20927 -1.08139 0.27363 0.391
```

Summary:
E_LUMO (spin up / spin down) = -0.2074 / -0.2608 Ha
total charge = +2
multiplicity = 4
HOMO energy (spin up / spin down) = -13.69 / -13.69 eV
E_tot = -103328.133 eV
Kohn-Sham gap (spin up / spin down) = 8.04 / 6.59 eV
<S²> = 3.762

---

No. 2
Density functional theory data (ωB97M-V with the def2-TZVPD basis set) for a 4-piece molecular cluster, C3H11NO3 overall in a non-equilibrium geometry.

```
18
Properties=species:S:1:pos:R:3:nbo_charge:R:1
C 2.37209 -0.11096 0.35820 -0.071
C 2.01168 1.17024 0.59035 -0.650
C 0.64058 -0.64764 -1.19388 -0.395
N 1.73965 -0.97544 -0.55105 -0.627
H 3.31832 -0.50244 0.74331 0.152
H 1.19262 1.73516 0.19728 0.200
H 2.40143 1.64056 1.54459 0.154
H 0.13399 -1.42625 -1.77549 0.134
H 0.43347 0.42970 -1.44419 0.140
H 0.08756 -1.98056 0.42151 0.512
H -0.76390 -2.98117 1.09271 0.449
O -0.70832 -2.06816 0.94205 -0.982
H -1.91810 1.78936 -0.35924 0.493
H -1.39847 2.54335 -1.58607 0.452
O -1.15578 2.23622 -0.73906 -0.950
H -2.03667 -0.52700 0.58537 0.519
H -3.57612 -0.38969 0.78426 0.459
O -2.77403 0.06473 0.38934 -0.988
```

Summary:
E_LUMO (spin up / spin down) = 0.1287 / 0.1270 Ha
total charge = -1
relative energy (zero: lowest compared OMol25 entry of this formula, charge and spin) = 31.6 kcal per mole
multiplicity = 2
HOMO energy (spin up / spin down) = -0.22 / -3.06 eV
E_tot = -10920.084 eV
Kohn-Sham gap (spin up / spin down) = 3.73 / 6.52 eV
<S²> = 0.764

---

No. 3
Density functional theory data (ωB97M-V with the def2-TZVPD basis set) for a 15-piece molecular cluster, C31H49BN15O4 overall in a non-equilibrium geometry.

```
100
Properties=species:S:1:pos:R:3:lowdin_charge:R:1
O 1.98646 -3.32610 0.24823 0.030
N 2.47682 -2.80140 -0.68507 -0.113
O 3.78048 -2.35438 -0.26520 -0.134
C 4.81298 -2.80658 -1.17849 -0.156
C 5.95354 -3.44155 -0.34394 -0.327
C 6.69525 -2.60249 0.77006 -0.139
O 6.91349 -3.57684 1.81109 -0.174
B 6.34434 -4.86841 1.34011 -0.641
O 5.25634 -4.35900 0.45627 -0.109
H 4.40198 -3.61856 -1.78617 0.098
H 5.11024 -1.96512 -1.81054 0.091
H 6.62539 -3.89767 -1.08705 0.128
H 7.71503 -2.23006 0.58152 0.107
H 6.15792 -1.79385 1.28252 0.084
H 7.16827 -5.34689 0.54026 0.058
H 5.95541 -5.63236 2.20612 0.047
C 2.97669 1.33214 0.80017 -0.100
C 4.40285 1.15792 1.04385 -0.273
N 5.52777 1.02560 1.21320 0.130
H 2.37846 0.59509 1.33436 0.067
H 2.63860 2.31209 1.11422 0.002
H 2.74229 1.23081 -0.25369 0.052
C 1.13101 2.46343 -3.09751 -0.064
C 1.24289 2.90226 -1.71228 -0.254
N 1.31878 3.24861 -0.62178 0.155
H 0.85061 3.28917 -3.74965 0.079
H 2.07598 2.06333 -3.46336 0.083
H 0.37886 1.68371 -3.21326 0.069
C -1.13475 -3.48827 1.44217 -0.073
C -2.48981 -3.09321 1.78987 -0.276
N -3.55174 -2.78205 2.09057 0.127
H -1.10259 -4.02651 0.49645 0.080
H -0.48279 -2.62099 1.34228 0.059
H -0.69824 -4.13846 2.19922 0.091
C 4.73941 -2.39538 4.08903 -0.060
C 4.81783 -1.89912 5.45430 -0.295
N 4.87493 -1.50722 6.53175 0.092
H 4.44305 -1.60762 3.39646 0.075
H 5.70106 -2.78909 3.74066 0.080
H 4.01051 -3.19991 4.00031 0.087
C 3.20480 5.93766 2.09090 -0.063
C 2.61301 4.71607 2.60898 -0.274
N 2.14866 3.75053 3.01275 0.149
H 2.51568 6.46570 1.43381 0.085
H 3.47749 6.61880 2.89554 0.055
H 4.10749 5.72969 1.51824 0.087
C -5.20857 0.10593 0.99252 -0.072
C -5.21050 1.36781 0.26708 -0.283
N -5.21637 2.36582 -0.29738 0.132
H -5.89009 -0.61091 0.53751 0.069
H -4.21895 -0.34782 1.00852 0.059
H -5.52012 0.24570 2.02659 0.078
C -1.00005 -3.06165 -3.53791 -0.068
C 0.17357 -3.22546 -2.69875 -0.197
N 1.09619 -3.35528 -2.01882 0.141
H -0.99046 -3.77299 -4.36372 0.078
H -1.91657 -3.22846 -2.97292 0.079
H -1.05558 -2.05867 -3.96529 0.054
C -7.19559 0.07425 -3.21154 -0.074
C -5.76663 -0.13675 -3.04588 -0.292
N -4.64063 -0.29392 -2.89914 0.139
H -7.77141 -0.67365 -2.66931 0.058
H -7.49785 1.05174 -2.83855 0.085
H -7.48904 0.01715 -4.25875 0.079
C -7.37733 3.94864 1.91953 -0.074
C -7.94773 2.69463 2.39418 -0.285
N -8.39496 1.70606 2.76473 0.118
H -8.08626 4.50223 1.30565 0.083
H -7.08965 4.59658 2.74645 0.082
H -6.48706 3.77725 1.31382 0.045
C -3.54854 0.50477 -6.85070 -0.069
C -2.34113 0.44134 -6.04506 -0.274
N -1.40145 0.37789 -5.39479 0.140
H -3.52695 -0.23187 -7.65243 0.082
H -4.43277 0.31080 -6.24516 0.070
H -3.66745 1.48654 -7.30650 0.083
C -9.74963 -1.87366 0.38087 -0.066
C -10.15529 -1.06357 -0.75751 -0.284
N -10.47540 -0.42523 -1.65425 0.128
H -8.66689 -1.98311 0.42164 0.076
H -10.07024 -1.42250 1.31867 0.085
H -10.18122 -2.87196 0.32766 0.082
C 0.02872 -0.93821 3.98267 -0.056
C -0.31577 -0.17215 2.79460 -0.292
N -0.58675 0.43139 1.85907 0.144
H 1.10880 -1.03176 4.09175 0.084
H -0.35432 -0.46137 4.88328 0.085
H -0.38734 -1.94381 3.93837 0.069
C 3.49447 -2.98547 -5.44800 -0.067
C 4.70766 -2.99974 -4.64722 -0.261
N 5.65438 -3.01043 -4.00304 0.165
H 3.52508 -3.74870 -6.22446 0.078
H 2.61564 -3.17444 -4.83126 0.065
H 3.35505 -2.02190 -5.93635 0.079
C 4.09138 8.87798 5.20769 -0.075
C 3.74318 9.63732 4.01571 -0.292
N 3.46885 10.23344 3.07661 0.127
H 5.17078 8.77713 5.30932 0.084
H 3.71846 9.36447 6.10745 0.082
H 3.66765 7.87507 5.17548 0.075
```

Summary:
E_LUMO = 0.0499 Ha
total charge = -1
relative energy (zero: lowest compared OMol25 entry of this formula, charge and spin) = 0.0 kcal per mole
multiplicity = 1
HOMO energy = -3.65 eV
E_tot = -64152.238 eV
Kohn-Sham gap = 5.00 eV

---

Please write out number 1 again, unchanged.
Density functional theory data (ωB97M-V with the def2-TZVPD basis set) for C14H25CoN5S4 as an isolated structure in a non-equilibrium geometry.

```
49
Properties=species:S:1:pos:R:3:nbo_charge:R:1
Co 0.98949 -0.33294 -0.09863 1.341
S 0.78964 1.68156 -2.04428 0.211
S 0.71060 -2.39909 0.91983 0.167
C -0.45560 3.00154 -1.95745 -0.734
C 0.01657 0.66053 -3.32546 -0.536
C -0.87494 -0.38914 -2.69010 -0.245
N -0.07862 -1.26474 -1.79329 -0.714
C -0.89864 -2.38315 -1.28117 -0.250
C -0.04828 -3.32451 -0.45794 -0.515
H 0.83057 0.17170 -3.87598 0.237
H -0.54924 1.30629 -4.00517 0.265
H -1.36275 -0.99984 -3.46803 0.216
H -1.66820 0.06531 -2.08508 0.231
H -1.40783 -2.90868 -2.10650 0.227
H -1.66689 -1.92672 -0.64610 0.221
H 0.77559 -3.72247 -1.06050 0.245
H -0.63842 -4.14872 -0.04668 0.268
C -0.57444 -2.65671 2.18499 -0.723
H 0.71053 -1.64726 -2.32507 0.386
H -1.57768 -2.50406 1.77056 0.226
H -0.39549 -1.95290 3.00539 0.250
H -0.49519 -3.68150 2.57818 0.261
H -0.28744 3.56182 -1.03264 0.248
H -1.47924 2.60509 -1.95204 0.221
H -0.31783 3.67829 -2.81372 0.255
C 3.04052 -0.63367 -0.87499 -0.575
C 3.21043 0.16911 0.25664 -0.355
H 3.20348 -0.21691 -1.87288 0.254
H 3.21014 -1.71199 -0.77511 0.241
H 3.32647 1.25525 0.19090 0.247
H 3.54325 -0.26671 1.20483 0.237
N 2.41125 -0.42837 3.24278 -0.794
C 1.73198 0.67263 2.86966 0.302
N 1.08311 0.83447 1.73306 -0.653
C 0.29659 1.99564 1.78062 0.084
C 0.61557 2.80256 2.86375 -0.392
S 1.71954 2.07450 3.95431 0.478
C -0.93218 1.98733 1.04318 0.074
C -1.99032 2.88171 1.13771 -0.412
S -3.43860 2.24054 0.47341 0.483
C -2.53265 0.75792 0.16151 0.248
N -1.25513 0.79927 0.40136 -0.559
N -3.14733 -0.34635 -0.42383 -0.829
H 2.71808 -0.44214 4.21051 0.434
H 2.20027 -1.26974 2.74540 0.406
H 0.12768 3.74845 3.02699 0.262
H -1.89063 3.80976 1.69118 0.266
H -4.08852 -0.12158 -0.70773 0.404
H -3.20927 -1.08139 0.27363 0.391
```

Summary:
E_LUMO (spin up / spin down) = -0.2074 / -0.2608 Ha
total charge = +2
multiplicity = 4
HOMO energy (spin up / spin down) = -13.69 / -13.69 eV
E_tot = -103328.133 eV
Kohn-Sham gap (spin up / spin down) = 8.04 / 6.59 eV
<S²> = 3.762